Entry from the OMol25 dataset: a single C5H8N2 molecule (the ωB97M-V functional and the def2-TZVPD basis).

The value obtained for the relative energy (zero: lowest compared OMol25 entry of this formula, charge and spin) is 61.9 kJ/mol. Its SMILES is Cn1cccc1N.

Cartesian coordinates (Å):
H -2.03022 1.04910 -0.66862
H 1.67726 2.15062 -0.49038
C 2.03134 0.00739 0.11454
C 1.16614 -1.03639 0.18482
C -0.01991 0.75438 -0.44110
C 1.28331 1.15993 -0.29385
H -1.11323 2.44230 -0.64459
H 3.09246 -0.03669 0.32828
H 1.33159 -2.09285 0.33952
N -0.11068 -0.58983 -0.14544
C -1.24885 -1.21498 0.50663
N -1.13612 1.46408 -0.89424
H -1.92286 -1.72702 -0.18784
H -0.81953 -1.92581 1.21543
H -1.81706 -0.47574 1.08448

In elementary charge units, the Mulliken charges are: 0.257 0.373 -0.502 -0.558 0.403 -0.626 0.242 0.400 0.423 0.117 -1.003 -0.517 0.236 0.386 0.369